Entry 1:
Molecular formula: C27H35N2O3S2
Method: DFT, the ωB97M-V functional and the def2-TZVPD basis

Last column: Mulliken charge in e.
Positions of all 69 atoms, in Å:
C 1.652 1.681 0.464  -0.89
H 0.086 -2.260 2.359  0.43
H -4.789 -5.284 1.250  0.31
C 6.048 0.904 -1.966  -1.67
H -6.316 -3.053 -1.858  0.33
S -1.844 -2.587 -0.299  -0.41
H -4.270 -6.098 -0.248  0.37
C 1.624 0.361 -0.117  -0.15
C 3.563 0.973 -1.502  -0.36
H 5.215 1.314 -4.529  0.46
N -4.177 -4.019 -0.358  0.13
C -0.500 -1.338 2.335  -0.37
H 4.697 -1.473 -2.134  0.41
O -3.873 1.408 4.156  -0.61
H 6.215 0.282 -1.080  0.33
H 1.582 3.613 2.545  0.38
H 6.166 1.954 -1.682  0.35
H -4.962 -2.405 0.800  0.26
C 2.652 0.052 -1.070  -0.63
S -1.906 -5.412 -0.051  -0.52
H -4.388 -2.000 -0.824  0.36
C 2.512 2.668 0.060  -0.68
H -6.326 -5.707 -1.330  0.34
H 2.667 -0.970 -1.460  0.54
H 3.064 5.057 -1.228  0.35
C -4.918 -2.770 -0.245  -0.54
C 4.651 0.656 -2.546  2.23
C -2.234 0.084 3.242  -0.14
H -6.900 -1.979 -0.592  0.34
O -3.241 -0.388 5.254  -0.60
C 4.463 1.556 -3.773  -1.72
C -2.087 0.987 2.166  -0.53
H -6.742 -6.167 0.315  0.32
H 5.315 -1.023 -3.735  0.40
H 3.464 1.407 -4.198  0.34
C -1.116 0.753 1.214  -0.36
C 0.724 -0.648 0.286  -0.79
H -8.059 -4.213 -0.647  0.30
C -6.354 -2.912 -0.771  -0.75
H 3.567 -0.996 -3.431  0.42
H 3.825 5.440 1.700  0.45
H 2.222 6.124 -0.074  0.46
C -6.294 -5.369 -0.288  -0.70
C -1.432 -1.079 3.317  -0.52
C -2.783 -3.991 -0.266  0.01
C 3.856 4.427 1.285  -1.71
H 0.939 1.898 1.261  0.76
H 4.077 3.723 2.095  0.34
H -7.286 -3.886 0.915  0.32
C 2.257 5.112 -0.492  -1.73
H 0.422 4.061 1.264  0.39
H 4.565 2.607 -3.486  0.35
H -1.004 1.455 0.376  0.72
C 1.411 4.270 1.686  -2.10
C -0.278 -0.407 1.271  0.31
O 4.310 3.217 -1.375  -0.83
H -2.729 1.863 2.120  0.51
H 0.914 -1.660 -0.067  0.56
H 6.806 0.656 -2.716  0.45
H -1.574 -1.756 4.160  0.46
N -3.165 0.381 4.270  0.96
C 3.505 2.343 -0.970  1.66
C 2.504 4.100 0.635  2.26
C -4.824 -5.225 0.141  -0.71
C -7.096 -4.088 -0.145  -0.65
H 4.659 4.373 0.545  0.36
C 4.548 -0.800 -2.986  -2.13
H 1.412 5.304 2.046  0.44
H 1.306 4.899 -0.993  0.35

The total charge is -1. The frontier orbital gap comes out at 3.87 eV. As for the HOMO energy: -3.346 eV.

Entry 2:
Molecular formula: C6H11CoN9O2PS2
Method: DFT, the ωB97M-V functional and the def2-TZVPD basis

Last column: Mulliken spin population.
Positions of all 32 atoms, in Å:
H 0.825 -1.750 -4.464  0.00
N 1.614 -3.817 2.936  0.00
H -0.660 0.280 -4.357  0.00
N 1.800 -4.173 1.640  0.00
S 1.710 0.910 -0.282  -0.03
C -0.445 3.061 -1.376  0.00
O 0.257 0.000 -2.556  0.00
H -1.663 -0.542 -3.145  0.00
C 0.183 -0.608 3.787  -0.02
O -1.017 1.768 -1.207  0.00
H -0.852 -2.187 -4.841  0.00
Co 0.683 -0.444 0.949  1.02
C -0.664 3.860 -0.114  0.00
P -0.295 0.353 -1.068  -0.02
C 1.177 -2.576 2.859  -0.01
N -0.338 0.092 4.776  0.00
N -0.003 -0.008 2.612  -0.01
N 0.828 -1.806 3.938  0.00
H 0.857 -2.222 4.852  0.00
N -0.868 1.179 4.161  0.00
H -0.954 3.499 -2.234  0.00
C -0.658 -0.471 -3.564  0.00
N 1.095 -2.158 1.596  0.01
H -0.171 3.384 0.735  0.00
C -0.185 -1.818 -4.058  0.00
S -1.527 -0.959 -0.352  0.05
H -0.175 -2.533 -3.235  0.00
H -1.727 3.930 0.116  0.00
H 0.617 2.961 -1.610  0.00
N -0.678 1.137 2.896  0.00
H -0.263 4.869 -0.236  0.00
N 1.500 -3.215 0.846  0.00

As for the spin multiplicity: 2. The total charge is -1. The frontier orbital gap (spin up / spin down) comes out at 7.44 / 7.85 eV. As for the HOMO energy (spin up / spin down): -5.195 / -5.159 eV. Its energy relative to the best compared isomer or geometry (same formula, charge and spin) is 0.0 kJ/mol.

Number 1: electronic energy -2181.40993 hartree, molecular weight 499.72 Da. Number 2: electronic energy -3399.14975 hartree, molecular weight 395.26 Da.